The following is a quantum chemistry calculation of C12H20O12S2 as an isolated structure at a distorted geometry, from the OMol25 dataset.

```
46
Properties=species:S:1:pos:R:3:mulliken_charge:R:1
O 0.79 3.69 -1.13 -0.57
C 1.61 4.44 -0.70 0.46
O 1.98 5.55 -1.35 -0.37
C 2.87 6.39 -0.57 -0.37
C 3.14 5.65 0.76 -0.52
C 2.41 4.31 0.59 -0.27
H 2.30 7.30 -0.42 0.26
H 3.79 6.58 -1.12 0.28
H 2.70 6.21 1.57 0.26
H 4.20 5.47 0.88 0.30
H 1.79 4.00 1.42 0.37
H 3.13 3.52 0.32 0.17
O -0.55 -1.51 0.91 -0.64
C 0.09 -0.93 0.08 0.51
O -0.48 -0.57 -1.09 -0.43
C 0.44 0.12 -1.96 -0.50
C 1.71 0.39 -1.11 0.39
C 1.49 -0.41 0.16 -0.35
H -0.01 1.09 -2.15 0.49
H 0.67 -0.44 -2.86 0.21
H 1.78 1.46 -0.97 -0.61
H 2.63 0.10 -1.61 0.37
H 1.69 0.12 1.09 0.41
H 2.11 -1.32 0.17 0.19
C 0.02 -4.28 -1.36 -0.24
C -0.61 -3.75 -2.65 -0.19
O 0.48 -3.53 -3.55 -0.34
S 1.89 -3.46 -2.83 1.07
O 2.35 -2.12 -2.81 -0.49
O 2.72 -4.48 -3.35 -0.57
O 1.41 -3.87 -1.38 -0.33
H 0.01 -5.36 -1.23 0.34
H -0.44 -3.85 -0.48 0.17
H -1.16 -2.84 -2.43 0.24
H -1.22 -4.52 -3.10 0.30
C -3.34 -1.52 2.63 -0.11
C -4.28 -2.75 2.60 -0.25
O -5.13 -2.65 3.73 -0.33
S -5.24 -1.10 4.08 1.14
O -5.59 -0.93 5.44 -0.56
O -5.98 -0.45 3.06 -0.56
O -3.70 -0.83 3.87 -0.36
H -3.55 -0.79 1.85 0.26
H -2.28 -1.73 2.72 0.19
H -3.76 -3.70 2.57 0.33
H -4.88 -2.71 1.69 0.24
```

## Properties
- Total charge: 0
- HOMO energy: -10.663 eV
- LUMO: 0.0133 hartree
- Strongest force on any atom: 1.44 eV/Å
- ΔE to the lowest compared entry with this formula, charge and spin: 0.000 eV

---

The following is a quantum chemistry calculation of C32H22BrN5O3SeSn as an isolated structure, from the OMol25 dataset.

```
65
Properties=species:S:1:pos:R:3:mulliken_charge:R:1
Sn -1.14 1.53 -1.31 0.99
N -2.02 3.83 -0.46 -0.44
C -3.46 3.99 -0.66 -0.34
C -4.16 2.67 -1.05 0.54
O -5.39 2.64 -0.94 -0.73
O -3.40 1.75 -1.49 -0.63
H -1.82 3.52 0.49 0.23
H -1.51 4.70 -0.58 0.20
H -3.62 4.66 -1.51 0.28
H -3.99 4.40 0.20 0.25
Br -1.66 -10.10 6.63 -0.26
C -1.40 -8.76 5.29 0.21
C -0.73 -9.09 4.13 -0.50
C -0.53 -8.12 3.17 -0.24
C -1.01 -6.81 3.35 -0.06
C -1.69 -6.51 4.54 0.11
C -1.89 -7.48 5.50 -0.82
N -0.75 -5.92 2.31 -0.67
N -1.22 -4.75 2.51 0.22
C -1.02 -3.83 1.55 0.09
C -0.36 -4.07 0.33 -0.43
C -0.23 -3.11 -0.63 -1.02
C -0.75 -1.79 -0.48 0.62
O -0.62 -0.95 -1.41 -0.77
C -1.41 -1.50 0.80 -0.22
N -1.91 -0.27 0.98 -0.07
C -2.51 0.04 2.10 -0.32
C -2.68 -0.88 3.14 -0.90
C -2.20 -2.15 2.98 -0.26
C -1.54 -2.50 1.78 0.96
H -0.36 -10.10 3.97 0.38
H -0.01 -8.34 2.25 0.42
H -2.07 -5.51 4.68 0.33
H -2.41 -7.25 6.42 0.38
H 0.05 -5.06 0.18 0.41
H 0.29 -3.33 -1.56 0.39
H -2.88 1.05 2.19 0.36
H -3.18 -0.58 4.05 0.39
H -2.30 -2.91 3.75 0.43
N 2.40 6.14 -9.85 -0.57
C 2.01 5.60 -8.91 0.11
C 1.52 4.92 -7.75 0.54
C 0.29 5.29 -7.19 -0.49
C -0.21 4.61 -6.10 -0.48
C 0.50 3.54 -5.53 0.45
C 1.75 3.21 -6.08 -0.59
C 2.25 3.89 -7.17 -0.45
C -0.06 2.82 -4.44 -0.47
C -0.60 2.20 -3.54 -0.36
H -0.27 6.12 -7.62 0.41
H -1.15 4.90 -5.66 0.45
H 2.32 2.41 -5.62 0.45
H 3.22 3.63 -7.58 0.42
Se 1.53 2.50 1.45 -0.49
C 3.34 2.87 1.85 -0.17
C 4.33 1.88 1.74 -0.37
C 5.65 2.16 2.06 -0.32
C 6.03 3.42 2.49 -0.46
C 5.06 4.41 2.59 -0.34
C 3.74 4.14 2.28 -0.39
H 4.05 0.89 1.40 0.35
H 6.40 1.37 1.97 0.32
H 7.07 3.64 2.74 0.32
H 5.33 5.41 2.93 0.30
H 2.99 4.91 2.36 0.31
```

## Properties
- Total charge: -2
- HOMO energy: -1.527 eV
- LUMO: 0.1188 hartree
- Strongest force on any atom: 0.93 eV/Å
- ΔE to the lowest compared entry with this formula, charge and spin: 0.000 eV

---

The following is a quantum chemistry calculation of a 2-piece molecular cluster, C5H16N3O overall at a distorted geometry, from the OMol25 dataset.

```
25
Properties=species:S:1:pos:R:3:lowdin_spin:R:1
C 0.44 0.16 1.58 0.00
C 0.57 -0.86 2.70 0.00
C -1.56 1.57 1.04 0.00
N -0.63 1.13 1.85 0.00
N -1.56 1.24 -0.28 0.00
N -2.68 2.12 1.57 0.00
H 1.39 0.70 1.48 0.00
H 0.34 -0.40 0.65 0.00
H -0.28 -1.52 2.80 0.00
H 0.59 -0.50 3.75 0.00
H -0.60 1.48 2.80 0.00
H -1.09 0.38 -0.48 0.00
H -2.36 1.46 -0.86 0.00
H -2.53 2.78 2.34 0.00
H -3.25 2.69 0.94 0.00
H 1.47 -1.46 2.54 0.00
C 1.26 -1.72 -2.32 0.21
C 1.88 -0.61 -3.22 0.18
O 0.02 -1.30 -1.94 0.46
H 1.22 -2.73 -2.71 0.00
H 2.00 -1.67 -1.48 0.09
H 1.82 0.42 -2.89 0.00
H -0.67 -1.95 -2.22 0.00
H 1.29 -0.57 -4.17 0.03
H 2.91 -0.85 -3.50 0.01
```

## Properties
- Total charge: +2
- Spin multiplicity: 2
- HOMO energy (alpha / beta): -17.576 / -17.574 eV
- LUMO (alpha / beta): -0.2470 / -0.4828 hartree
- Strongest force on any atom: 2.52 eV/Å
- ΔE to the lowest compared entry with this formula, charge and spin: 0.000 eV

---

The following is a quantum chemistry calculation of C42H61BN7O8RbS5 as an isolated structure at a distorted geometry, from the OMol25 dataset.

```
125
Properties=species:S:1:pos:R:3:mulliken_charge:R:1
Rb -0.74 -2.08 -1.57 0.41
N -3.62 -4.39 -4.42 -0.47
C -2.70 -3.37 -4.26 0.02
S -3.35 -1.74 -4.11 -0.45
N -1.48 -3.86 -4.35 -0.18
N -0.47 -2.94 -4.49 -0.46
C 0.72 -3.38 -4.20 -0.44
C 1.14 -4.74 -3.79 0.59
C 2.05 -5.38 -4.63 -0.76
C 2.69 -6.54 -4.22 -0.57
C 2.44 -7.03 -2.96 -0.31
C 1.62 -6.38 -2.05 -0.77
C 1.01 -5.14 -2.41 0.03
O 0.40 -4.42 -1.52 -0.04
H -4.52 -4.24 -4.00 0.22
H -3.14 -5.28 -4.28 0.27
H 1.58 -2.73 -4.42 0.28
H 2.27 -4.97 -5.58 0.50
H 3.44 -6.99 -4.92 0.26
H 2.97 -7.96 -2.64 0.27
H 1.50 -6.74 -1.06 0.50
O 1.57 -2.49 0.92 -0.55
S 2.64 -3.24 0.21 0.50
C 4.18 -2.94 1.10 -1.19
C 4.52 -1.51 1.55 -0.27
C 4.10 -1.21 3.02 -0.85
C 2.74 -1.60 3.44 -0.76
S 1.53 -0.36 2.89 0.94
O 2.24 0.43 1.84 -0.76
C 1.70 0.61 4.40 0.18
C 1.04 0.21 5.54 -0.28
C 1.07 1.04 6.65 -0.65
C 1.76 2.20 6.69 -0.48
C 2.52 2.61 5.52 -0.71
C 2.47 1.82 4.36 -0.52
C 3.00 -2.28 -1.23 0.66
C 2.27 -1.10 -1.39 -1.10
C 2.30 -0.37 -2.56 -0.78
C 3.17 -0.78 -3.54 -0.34
C 4.02 -1.87 -3.31 -0.83
C 3.94 -2.65 -2.16 -0.57
H 4.92 -3.28 0.38 0.63
H 4.24 -3.69 1.91 0.56
H 4.02 -0.85 0.88 0.15
H 5.59 -1.36 1.49 0.44
H 4.28 -0.13 3.20 0.24
H 4.88 -1.70 3.63 0.41
H 2.52 -1.73 4.49 0.79
H 2.55 -2.49 2.89 0.27
H 0.44 -0.65 5.48 0.66
H 0.39 0.74 7.48 0.33
H 1.69 2.82 7.56 0.42
H 3.13 3.53 5.51 0.33
H 2.90 2.11 3.41 0.39
H 1.60 -0.79 -0.58 0.63
H 1.71 0.47 -2.69 0.86
H 3.17 -0.27 -4.50 0.44
H 4.78 -2.06 -4.07 0.32
H 4.41 -3.65 -2.01 0.33
O -1.44 4.84 3.98 -0.68
H -1.25 5.22 3.05 0.04
H -0.56 4.64 4.38 0.24
O -0.17 1.13 -0.58 -0.17
H 0.59 1.31 0.04 0.21
H -0.45 2.04 -0.88 0.09
N -2.79 -4.72 -0.86 -0.65
N -2.10 -4.48 0.36 -0.02
H -2.20 -4.89 -1.68 0.30
H -3.31 -3.89 -1.09 0.31
H -1.16 -4.23 0.11 -0.12
H -1.98 -5.42 0.82 0.24
C -4.52 1.10 1.27 -0.53
N -4.62 2.44 1.81 0.29
C -3.66 3.47 1.44 -0.13
C -4.20 4.66 2.23 -0.55
N -5.62 4.32 2.44 -0.25
C -5.74 2.94 2.37 0.10
S -7.06 2.12 3.02 -0.45
H -3.75 0.45 1.81 -0.24
H -4.04 1.22 0.28 0.38
H -5.48 0.61 1.31 0.37
H -3.59 3.69 0.35 0.14
H -2.70 3.17 1.77 0.18
H -4.16 5.59 1.66 0.18
H -3.64 4.78 3.09 0.36
H -6.17 4.76 3.16 0.27
C 2.42 3.35 -4.09 -1.71
C 1.42 4.47 -4.43 2.44
C 2.24 5.66 -4.85 -1.80
C 0.47 4.07 -5.61 -1.83
C 0.56 4.87 -3.25 0.02
C -0.39 5.92 -3.44 -0.63
C -1.23 6.42 -2.45 -1.57
C -1.17 5.82 -1.22 1.20
O -1.69 6.13 0.00 -0.47
B -1.13 5.41 1.05 -0.79
O -0.15 4.58 0.34 -0.24
C -0.20 4.85 -0.95 0.40
C 0.64 4.36 -1.97 -0.14
H 3.01 3.12 -4.95 0.60
H 1.91 2.45 -3.64 -0.03
H 3.17 3.67 -3.32 0.37
H 3.15 5.31 -5.33 0.46
H 2.57 6.32 -4.07 0.33
H 1.72 6.25 -5.62 0.41
H 1.05 3.77 -6.45 0.48
H -0.11 4.90 -6.00 0.41
H -0.23 3.32 -5.27 0.39
H -0.48 6.18 -4.47 0.27
H -1.88 7.22 -2.72 0.41
H 1.41 3.64 -1.69 0.52
O -0.88 -1.98 4.45 -0.78
S -1.73 -2.36 3.27 0.85
C -3.08 -1.22 3.15 -0.87
C -3.97 -1.47 4.42 -0.73
C -3.89 -2.99 4.75 -0.71
C -2.84 -3.64 3.83 -0.77
H -3.55 -1.44 2.20 0.42
H -2.60 -0.21 3.20 0.40
H -4.98 -1.15 4.15 0.32
H -3.64 -0.75 5.19 0.29
H -4.81 -3.48 4.59 0.44
H -3.59 -3.05 5.77 0.17
H -3.31 -4.03 2.91 0.27
H -2.22 -4.42 4.33 0.55
```

## Properties
- Total charge: -2
- HOMO energy: -2.133 eV
- LUMO: 0.1208 hartree
- Strongest force on any atom: 2.99 eV/Å
- ΔE to the lowest compared entry with this formula, charge and spin: 0.044 eV

---

The following is a quantum chemistry calculation of a 5-piece molecular cluster, C28H65N5O8PSi overall at a distorted geometry, from the OMol25 dataset.

```
108
Properties=species:S:1:pos:R:3:mulliken_charge:R:1
C -3.24 3.38 -1.38 -1.37
C -3.56 1.96 -0.94 0.60
O -3.98 1.09 -2.02 -0.47
P -2.77 0.39 -2.77 0.92
O -1.54 1.19 -2.75 -0.65
C -2.60 -1.30 -2.19 -1.03
C -2.94 -1.50 -0.68 0.29
C -1.91 -2.33 0.14 -1.60
C -0.88 -1.53 0.95 0.79
C -1.65 -0.62 1.94 -0.92
C -1.08 0.75 2.21 -0.10
C -1.86 1.54 3.25 -0.71
N -1.44 2.96 3.34 -0.58
C -0.03 -0.75 -0.06 -0.15
C 1.40 -0.38 0.39 -0.33
O 1.95 -1.21 1.40 -0.33
Si 2.59 -2.67 0.96 0.57
C 2.78 -2.93 -0.90 -1.23
C 1.55 -4.09 1.63 -1.08
C 4.34 -2.72 1.69 -1.31
O -3.29 0.20 -4.28 -0.43
C -3.19 1.38 -5.10 -0.06
C -1.88 1.43 -5.87 -1.16
H -2.45 3.74 -0.73 0.30
H -4.07 4.06 -1.25 0.26
H -2.86 3.36 -2.39 0.38
H -4.36 1.97 -0.21 0.37
H -2.70 1.56 -0.41 -0.26
H -3.31 -1.88 -2.77 0.47
H -1.62 -1.63 -2.49 0.48
H -3.89 -2.03 -0.68 0.09
H -3.15 -0.54 -0.23 -0.30
H -1.36 -2.96 -0.56 0.80
H -2.47 -2.95 0.84 0.11
H -2.72 -0.52 1.70 0.32
H -1.62 -1.13 2.91 0.24
H -0.08 0.61 2.61 0.13
H -0.97 1.37 1.32 0.18
H -1.67 1.11 4.23 0.42
H -2.92 1.52 3.00 0.15
H -0.76 3.07 4.07 0.28
H -0.98 3.24 2.48 0.24
H 0.07 -1.40 -0.93 0.47
H -0.49 0.17 -0.44 -0.34
H 2.07 -0.26 -0.47 0.36
H 1.34 0.61 0.83 -0.19
H 3.53 -3.71 -1.02 0.47
H 1.88 -3.26 -1.39 0.29
H 3.17 -2.06 -1.41 0.34
H 2.19 -4.96 1.78 0.41
H 0.76 -4.28 0.92 0.18
H 1.11 -3.77 2.57 0.27
H 5.07 -3.03 0.95 0.38
H 4.42 -3.41 2.52 0.34
H 4.65 -1.74 2.04 0.28
H -3.26 2.27 -4.49 0.07
H -4.00 1.33 -5.81 0.42
H -1.14 1.94 -5.28 0.25
H -1.50 0.43 -6.07 0.28
H -2.01 1.97 -6.80 0.41
C 6.02 2.46 0.20 0.22
O 6.50 2.01 1.23 -0.69
N 4.70 2.63 -0.01 0.17
C 4.20 3.15 -1.27 -0.86
C 3.75 2.26 1.03 -0.99
H 6.64 2.76 -0.65 0.29
H 3.64 4.07 -1.09 0.33
H 3.54 2.43 -1.74 0.31
H 5.03 3.36 -1.94 0.29
H 3.96 2.84 1.93 0.36
H 3.86 1.21 1.27 0.15
H 2.74 2.46 0.69 0.46
C -5.35 3.26 2.34 0.12
O -4.75 3.79 1.42 -0.61
N -5.64 3.86 3.50 0.18
C -6.35 3.18 4.57 -0.95
C -5.22 5.24 3.69 -0.99
H -5.69 2.21 2.29 0.30
H -7.28 3.71 4.80 0.35
H -5.73 3.15 5.47 0.34
H -6.58 2.16 4.27 0.32
H -5.67 5.88 2.93 0.29
H -4.14 5.31 3.60 0.28
H -5.53 5.59 4.68 0.39
C 8.63 1.23 -2.39 0.15
O 7.88 2.17 -2.23 -0.60
N 9.60 0.88 -1.53 0.13
C 10.47 -0.25 -1.76 -0.94
C 9.75 1.67 -0.31 -0.84
H 8.57 0.57 -3.28 0.25
H 10.36 -0.98 -0.96 0.34
H 11.51 0.08 -1.80 0.33
H 10.22 -0.73 -2.71 0.29
H 8.83 1.65 0.27 0.22
H 9.97 2.70 -0.57 0.28
H 10.57 1.26 0.28 0.37
C -3.72 -6.02 0.95 0.05
O -3.25 -5.03 1.45 -0.53
N -4.40 -6.04 -0.21 0.17
C -4.95 -7.26 -0.77 -0.95
C -4.58 -4.79 -0.93 -0.76
H -3.63 -7.02 1.42 0.23
H -4.52 -7.46 -1.75 0.33
H -6.04 -7.17 -0.87 0.32
H -4.73 -8.10 -0.11 0.30
H -3.61 -4.36 -1.17 0.16
H -5.11 -4.07 -0.30 0.30
H -5.14 -4.96 -1.84 0.37
```

## Properties
- Total charge: -1
- HOMO energy: -1.010 eV
- LUMO: 0.0822 hartree
- Strongest force on any atom: 1.46 eV/Å

---

The following is a quantum chemistry calculation of a 9-piece molecular cluster, C17H40N10O22 overall at a distorted geometry, from the OMol25 dataset.

```
89
Properties=species:S:1:pos:R:3:mulliken_charge:R:1
C -3.68 1.03 -4.64 -0.40
O -4.14 0.77 -3.32 -0.50
C -3.05 0.85 -2.40 0.44
C -3.27 -0.17 -1.33 -1.07
C -2.15 -0.21 -0.28 -0.81
C -0.74 0.00 -0.87 1.78
C -0.25 1.45 -0.66 -1.21
C 0.25 2.18 -1.92 -0.42
N 1.23 3.22 -1.65 -0.57
O -0.50 -0.53 -2.17 -0.25
C 0.78 -1.02 -2.23 0.41
O 1.29 -1.49 -3.23 -0.60
O 1.35 -0.90 -1.00 -0.41
C 0.19 -0.95 -0.14 -0.98
O 0.42 -0.70 1.19 -0.26
N 1.52 -1.53 1.70 0.27
O 1.20 -2.63 1.84 -0.28
H -3.12 0.20 -5.04 0.04
H -3.09 1.94 -4.64 0.29
H -4.55 1.20 -5.27 0.26
H -2.15 0.67 -2.97 0.28
H -3.01 1.87 -2.02 -0.07
H -3.48 -1.14 -1.74 0.31
H -4.19 0.12 -0.81 0.32
H -2.18 -1.20 0.18 0.24
H -2.35 0.50 0.50 0.57
H 0.53 1.46 0.09 0.42
H -1.06 2.04 -0.26 0.37
H -0.60 2.67 -2.37 0.16
H 0.71 1.49 -2.62 0.32
H 2.05 2.81 -1.22 0.24
H 0.86 3.89 -0.99 0.26
H -0.22 -1.95 -0.31 0.85
C 4.48 0.31 2.64 -0.64
N 4.97 1.71 2.53 0.90
O 6.14 1.93 2.75 -0.54
O 4.15 2.55 2.23 -0.52
H 5.31 -0.32 2.91 0.35
H 3.70 0.30 3.40 0.24
H 4.07 0.04 1.67 0.22
C -0.28 -6.08 1.71 -0.67
N -1.57 -5.52 2.21 0.94
O -1.87 -5.73 3.36 -0.58
O -2.23 -4.89 1.42 -0.52
H 0.20 -6.62 2.52 0.31
H -0.52 -6.75 0.88 0.31
H 0.33 -5.25 1.37 0.20
C -5.25 4.33 -3.52 -0.67
N -3.79 4.38 -3.25 0.95
O -3.42 4.21 -2.11 -0.55
O -3.07 4.57 -4.19 -0.53
H -5.77 4.14 -2.58 0.30
H -5.54 5.28 -3.94 0.31
H -5.42 3.52 -4.23 0.21
C 4.58 4.42 5.10 -0.72
N 4.68 3.66 6.37 0.90
O 4.69 4.29 7.41 -0.54
O 4.74 2.45 6.28 -0.52
H 4.54 5.48 5.33 0.31
H 5.46 4.18 4.51 0.28
H 3.68 4.09 4.59 0.29
C 3.10 2.62 -6.15 -0.68
N 3.08 3.01 -4.71 0.86
O 2.75 2.17 -3.90 -0.47
O 3.40 4.15 -4.45 -0.53
H 2.79 1.59 -6.23 0.23
H 2.41 3.28 -6.67 0.29
H 4.11 2.76 -6.51 0.28
C 1.82 2.06 8.17 -0.74
N 1.34 2.37 6.80 0.92
O 1.03 3.52 6.56 -0.53
O 1.31 1.46 6.00 -0.53
H 1.79 2.97 8.76 0.30
H 1.15 1.31 8.58 0.29
H 2.83 1.67 8.09 0.29
C 0.06 -2.04 -6.25 -0.71
N -1.27 -1.48 -5.91 0.92
O -1.73 -1.76 -4.82 -0.48
O -1.81 -0.79 -6.75 -0.56
H 0.41 -2.62 -5.41 0.29
H -0.06 -2.65 -7.14 0.32
H 0.72 -1.20 -6.44 0.19
C -3.13 -8.37 4.59 -0.53
N -2.77 -9.81 4.45 0.88
O -1.68 -10.07 3.97 -0.53
O -3.58 -10.62 4.81 -0.54
H -2.31 -7.77 4.23 0.19
H -4.03 -8.20 4.00 0.27
H -3.32 -8.19 5.64 0.28
```

## Properties
- Total charge: 0
- HOMO energy: -8.833 eV
- LUMO: -0.0472 hartree
- Strongest force on any atom: 2.94 eV/Å
- SMILES: COCCC[C@]1(CCN)OC(=O)O[C@H]1ON=O.C[N+](=O)[O-].C[N+](=O)[O-].C[N+](=O)[O-].C[N+](=O)[O-].C[N+](=O)[O-].C[N+](=O)[O-].C[N+](=O)[O-].C[N+](=O)[O-]